a | Here is one molecule with the formula C2H8N2 from OMol25. Energies are from the ωB97M-V functional and the def2-TZVPD basis.

Each line ends with the Mulliken charge.
Element x y z (Å)
1 C -1.527 0.370 -0.096  -0.8652
2 N -0.575 -0.672 -0.525  -0.3004
3 N 0.631 -0.744 0.131  -0.3002
4 C 1.572 0.221 -0.267  -0.8751
5 H -0.824 1.344 0.221  0.2230
6 H -1.728 -0.121 1.127  0.1930
7 H -2.429 0.134 -0.474  0.4319
8 H -1.069 -1.390 -0.421  0.2254
9 H 0.468 -0.554 1.211  0.2545
10 H 1.203 1.164 -0.983  0.2306
11 H 2.266 -0.401 -0.516  0.4244
12 H 2.011 0.649 0.594  0.3579

Calculated values
HOMO-LUMO gap (eV): 9.7
LUMO energy (eV): 1.10
SMILES: CNNC
HOMO energy (eV): -8.642

=====

b | Here is a 2-piece molecular cluster, C2H8N2 overall from OMol25. Energies are from the ωB97M-V functional and the def2-TZVPD basis.

Each line ends with the Mulliken charge.
Element x y z (Å)
1 C 0.776 -1.131 0.527  -0.2493
2 N 0.644 -0.086 -0.167  -0.3690
3 C 1.559 1.020 0.150  -0.7746
4 H 1.642 -1.370 1.161  0.2809
5 H 0.178 -2.015 0.352  0.2345
6 H 2.401 1.020 -0.554  0.2683
7 H 1.050 1.958 -0.077  0.2656
8 H 1.901 0.987 1.187  0.3445
9 N -2.619 -0.182 -0.479  -0.6331
10 H -2.463 -0.995 -1.045  0.2010
11 H -1.833 0.325 -0.121  0.2365
12 H -3.236 0.468 -0.934  0.1949

Calculated values
HOMO-LUMO gap (eV): 10.4
LUMO energy (eV): 1.13
SMILES: C=NC.N
HOMO energy (eV): -9.248

=====

c | Here is a 2-piece molecular cluster, C2H8N2 overall from OMol25. Energies are from the ωB97M-V functional and the def2-TZVPD basis.

Each line ends with the Mulliken charge.
Element x y z (Å)
1 C 1.836 -2.121 -0.577  -0.2302
2 N 1.399 -2.114 -1.795  -0.4874
3 H 2.693 -2.792 -0.445  0.2453
4 H 1.480 -1.544 0.252  0.2389
5 H 1.119 -1.156 -2.056  0.2348
6 C -1.566 1.738 0.280  -0.6170
7 N -1.415 1.838 1.780  -0.5829
8 H -2.560 2.053 -0.028  0.2834
9 H -1.415 0.800 0.000  0.2691
10 H -0.754 2.339 -0.166  0.2397
11 H -1.595 2.723 2.180  0.2113
12 H -0.473 1.806 2.146  0.1950

Calculated values
HOMO-LUMO gap (eV): 10.2
LUMO energy (eV): 0.85
SMILES: C=N.CN
HOMO energy (eV): -9.378

=====

Name the least stable of them. a.

=====

a | Here is a 2-piece molecular cluster, C2H7OS overall from OMol25. Energies are from the ωB97M-V functional and the def2-TZVPD basis.

Each line ends with the Mulliken charge.
Element x y z (Å)
1 S 1.179 2.821 0.849  -0.8561
2 H 1.007 3.519 -0.277  -0.0538
3 C 0.256 -0.443 -0.031  -0.0903
4 O -0.115 -0.017 1.238  -0.4418
5 C -0.852 -1.341 -0.572  -0.9896
6 H 0.347 0.399 -0.726  0.2242
7 H 1.199 -0.989 0.034  0.2023
8 H 0.220 0.855 1.531  0.1687
9 H -1.675 -0.767 -0.983  0.2771
10 H -0.420 -2.028 -1.307  0.3010
11 H -1.148 -2.008 0.244  0.2583

Calculated values
Net charge: -1
HOMO-LUMO gap (eV): 6.9
LUMO energy (eV): 4.04
HOMO energy (eV): -2.823

=====

b | Here is a 2-piece molecular cluster, C2H7OS overall from OMol25. Energies are from the ωB97M-V functional and the def2-TZVPD basis.

Each line ends with the Mulliken charge.
Element x y z (Å)
1 S -2.581 -0.473 0.275  -0.8288
2 H -3.368 -1.547 0.413  -0.0380
3 C 0.751 0.615 -0.619  -0.3009
4 O -0.116 -0.053 -1.489  -0.4475
5 C 0.978 -0.042 0.741  -0.9348
6 H 0.410 1.653 -0.464  0.2188
7 H 1.727 0.690 -1.103  0.2754
8 H -0.934 -0.346 -0.999  0.1895
9 H 0.105 0.081 1.386  0.3006
10 H 1.785 0.519 1.217  0.3229
11 H 1.242 -1.097 0.643  0.2428

Calculated values
Net charge: -1
HOMO-LUMO gap (eV): 7.2
LUMO energy (eV): 4.22
HOMO energy (eV): -2.950

=====

c | Here is a 2-piece molecular cluster, C2H7OS overall from OMol25. Energies are from the ωB97M-V functional and the def2-TZVPD basis.

Each line ends with the Mulliken charge.
Element x y z (Å)
1 C -0.164 -0.832 -0.181  -0.4787
2 S -1.643 -1.554 0.485  -0.2807
3 H 0.059 0.240 -0.241  0.1042
4 H -0.110 -1.355 -1.135  0.2461
5 H 0.703 -1.202 0.368  0.3062
6 H -1.987 -0.751 1.483  0.0817
7 C 1.585 2.270 -0.847  -0.5202
8 O 1.730 1.395 0.176  -0.8447
9 H 2.342 2.115 -1.660  0.1068
10 H 1.682 3.350 -0.567  0.1622
11 H 0.599 2.193 -1.386  0.1171

Calculated values
Net charge: -1
HOMO-LUMO gap (eV): 5.6
LUMO energy (eV): 3.35
HOMO energy (eV): -2.285

=====

Name the least stable of them. c.

=====

a | Here is an isolated ion of composition C4H8N3 and charge +1 from OMol25. Energies are from the ωB97M-V functional and the def2-TZVPD basis.

Each line ends with the Mulliken charge.
Element x y z (Å)
1 H -0.495 2.415 1.618  0.2476
2 N 0.222 1.740 1.483  -0.5877
3 C 0.105 0.630 0.970  0.4494
4 C 1.347 -0.228 0.732  -0.5049
5 N 1.253 -0.586 -0.687  -0.1472
6 C 0.215 -0.437 -1.457  -0.0802
7 N -1.085 -0.177 -1.095  -0.1354
8 C -1.236 0.113 0.387  -0.6121
9 H 2.212 0.268 0.955  0.3911
10 H 1.199 -1.129 1.364  0.2862
11 H 2.141 -0.997 -1.073  0.2927
12 H 0.411 -0.509 -2.478  0.4409
13 H -1.877 -0.128 -1.744  0.2702
14 H -1.556 -0.724 1.053  0.2788
15 H -1.872 0.931 0.598  0.4107

Calculated values
Net charge: +1
HOMO-LUMO gap (eV): 10.0
LUMO energy (eV): -3.77
SMILES: [H]/N=C1/CNC=[NH+]C1
HOMO energy (eV): -13.742

=====

b | Here is an isolated ion of composition C4H8N3 and charge +1 from OMol25. Energies are from the ωB97M-V functional and the def2-TZVPD basis.

Each line ends with the Mulliken charge.
Element x y z (Å)
1 C -0.711 1.633 -0.747  -0.1947
2 N 0.053 0.743 -1.141  -0.3330
3 C 0.361 -0.209 -0.148  0.8322
4 C 1.665 -1.327 -0.195  -0.7510
5 C 0.248 -1.621 -0.463  -0.5848
6 N -0.312 0.290 1.064  -0.3254
7 N -1.237 1.398 0.751  -0.0580
8 H -1.079 2.368 -1.446  0.4264
9 H 2.111 -1.677 0.680  0.2933
10 H 2.423 -1.268 -0.973  0.2705
11 H -0.226 -2.233 0.282  0.2642
12 H -0.246 -1.834 -1.460  0.2767
13 H 0.236 0.375 1.818  0.2211
14 H -2.173 1.121 0.680  0.3112
15 H -1.113 2.241 1.299  0.3512

Calculated values
Net charge: +1
HOMO-LUMO gap (eV): 10.1
LUMO energy (eV): -3.66
SMILES: C1=NC2(CC2)N[NH2+]1
HOMO energy (eV): -13.708

=====

Name the least stable of them. b.

=====

a | Here is one molecule with the formula C7H12N2 from OMol25. Energies are from the ωB97M-V functional and the def2-TZVPD basis.

Each line ends with the Mulliken charge.
Element x y z (Å)
1 H -1.695 2.459 -0.286  0.2656
2 N -2.191 1.662 -0.671  -0.7780
3 C -1.463 0.637 -0.855  0.1273
4 N -2.006 -0.466 -1.445  -0.4170
5 C -0.001 0.550 -0.567  0.2390
6 C 0.859 1.424 -1.432  -1.5486
7 C 0.500 -0.225 0.414  1.4203
8 C 1.983 -0.266 0.653  -1.2251
9 C -0.395 -0.980 1.280  -0.3707
10 C -0.063 -1.858 2.221  -1.0417
11 H -3.008 -0.471 -1.538  0.2397
12 H -1.541 -1.351 -1.338  0.2685
13 H 1.525 2.041 -0.829  0.3345
14 H 1.478 0.815 -2.092  0.3332
15 H 0.240 2.072 -2.049  0.4157
16 H 2.310 0.654 1.139  0.3096
17 H 2.261 -1.099 1.288  0.3705
18 H 2.521 -0.356 -0.288  0.3208
19 H -1.447 -0.765 1.133  0.2679
20 H 0.952 -2.136 2.447  0.1988
21 H -0.820 -2.343 2.814  0.2698

Calculated values
HOMO-LUMO gap (eV): 9.4
LUMO energy (eV): 0.90
SMILES: [H]/N=C(N)\C(C)=C(\C)C=C
HOMO energy (eV): -8.537

=====

b | Here is a 2-piece molecular cluster, C7H12N2 overall from OMol25. Energies are from the ωB97M-V functional and the def2-TZVPD basis.

Each line ends with the Mulliken charge.
Element x y z (Å)
1 H -1.442 -0.899 0.913  0.4404
2 N -1.782 0.216 1.393  -0.8286
3 C -1.107 1.212 1.100  -0.3063
4 C 0.374 1.197 0.586  0.8522
5 C 0.891 2.323 0.076  -0.9393
6 C 1.262 0.128 1.157  -1.2790
7 H -1.499 2.231 1.167  0.3622
8 H 0.259 3.127 -0.276  0.3252
9 H 1.951 2.435 -0.098  0.2801
10 H 0.752 -0.831 1.183  0.2729
11 H 2.178 0.026 0.578  0.3400
12 H 1.519 0.381 2.188  0.3462
13 H -1.539 -2.980 0.521  0.1738
14 N -1.153 -2.108 0.171  -0.4092
15 C -0.372 -2.214 -0.853  -0.0442
16 C 0.197 -1.105 -1.549  -0.1617
17 C -0.335 0.147 -1.566  -0.8330
18 H -0.031 -3.197 -1.192  0.3421
19 H 1.129 -1.300 -2.064  0.3503
20 H 0.100 0.911 -2.190  0.3159
21 H -1.353 0.298 -1.246  0.4000

Calculated values
HOMO-LUMO gap (eV): 7.4
LUMO energy (eV): -0.27
SMILES: [H]/N=C\C(=C)C.[H]/N=C/C=C
HOMO energy (eV): -7.704

=====

Name the least stable of them. b.

=====

a | Here is a 2-piece molecular cluster, C2H8NO2P overall from OMol25. Energies are from the ωB97M-V functional and the def2-TZVPD basis.

Each line ends with the Mulliken charge.
Element x y z (Å)
1 C 2.008 0.032 0.287  -0.1616
2 C -1.022 1.456 0.351  -0.9305
3 N 1.439 -1.139 0.217  -0.1566
4 O -1.010 -1.128 1.198  -0.8047
5 O -1.279 -0.591 -1.290  -0.5296
6 P -1.623 -0.149 0.249  0.6042
7 H 2.747 0.341 -0.434  0.2952
8 H 1.754 0.675 1.112  0.2610
9 H -1.393 2.174 -0.361  0.2415
10 H -0.899 1.818 1.359  0.2646
11 H 1.599 -1.719 -0.594  0.2483
12 H -1.703 -1.425 -1.505  0.3209
13 H 0.538 -1.280 0.750  0.3377
14 H -3.018 -0.384 0.222  0.0095

Calculated values
HOMO-LUMO gap (alpha / beta) (eV): 6.1 / 6.1
LUMO energy (alpha / beta) (eV): -0.72 / -0.72
HOMO energy (alpha / beta) (eV): -6.803 / -6.803

=====

b | Here is one molecule with the formula C2H8NO2P from OMol25. Energies are from the ωB97M-V functional and the def2-TZVPD basis.

Each line ends with the Mulliken charge.
Element x y z (Å)
1 C -0.231 -0.842 1.291  -1.3812
2 C 0.623 0.128 0.364  0.3563
3 N 0.492 1.588 0.714  -0.6411
4 P 0.026 -0.239 -1.333  0.0684
5 O 1.101 -0.310 -2.524  -0.4598
6 O -1.600 -0.349 -1.670  -0.5203
7 H -0.356 -1.735 0.688  0.4265
8 H 0.300 -1.126 2.179  0.3700
9 H -1.231 -0.482 1.616  0.3286
10 H 1.687 -0.165 0.447  0.2362
11 H -0.365 2.065 0.348  0.2953
12 H 0.541 1.720 1.711  0.2110
13 H 1.086 0.547 -2.946  0.3455
14 H -2.073 -0.799 -0.885  0.3647

Calculated values
HOMO-LUMO gap (eV): 6.3
LUMO energy (eV): 0.04
SMILES: C[C@H](N)P(O)O
HOMO energy (eV): -6.213

=====

c | Here is a 2-piece molecular cluster, C2H8NO2P overall from OMol25. Energies are from the ωB97M-V functional and the def2-TZVPD basis.

Each line ends with the Mulliken charge.
Element x y z (Å)
1 C -1.809 -0.657 -0.198  -0.7195
2 C 0.850 1.711 -0.034  -1.0432
3 N -0.608 -0.933 0.613  -0.2006
4 O 1.915 -0.749 1.455  -0.6519
5 O 1.323 -0.783 -1.150  -0.5844
6 P 0.920 -0.275 0.461  0.8766
7 H -2.471 -0.057 0.393  0.3144
8 H -1.358 0.027 -0.958  0.2746
9 H -2.530 -1.573 -0.479  0.2237
10 H 1.230 1.924 -1.015  0.3599
11 H 0.027 2.313 0.174  0.3779
12 H -0.882 -1.337 1.421  0.2149
13 H 2.054 2.102 0.767  0.2478
14 H 1.338 -1.713 -1.451  0.3100

Calculated values
HOMO-LUMO gap (eV): 10.5
LUMO energy (eV): 0.65
HOMO energy (eV): -9.883

=====

Name the least stable of them. b.

=====

a | Here is a 2-piece molecular cluster, C2H8NO2P overall from OMol25. Energies are from the ωB97M-V functional and the def2-TZVPD basis.

Each line ends with the Mulliken charge.
Element x y z (Å)
1 C -1.259 -0.227 1.303  -0.9798
2 C -0.720 0.026 -1.297  -0.8783
3 N -0.428 -0.367 0.097  0.2150
4 O 1.895 -1.022 -0.859  -0.4128
5 O 2.038 1.455 0.342  -0.7976
6 P 1.143 -0.700 0.514  0.2621
7 H -1.010 -1.070 2.007  0.3520
8 H -1.272 0.746 1.722  0.3210
9 H -2.262 -0.547 1.171  0.3638
10 H -0.826 1.069 -1.395  0.3136
11 H 0.006 -0.358 -1.919  0.3506
12 H -1.751 -0.453 -1.451  0.3027
13 H 1.766 -0.218 -1.355  0.3524
14 H 2.679 1.667 1.119  0.2353

Calculated values
HOMO-LUMO gap (eV): 9.5
LUMO energy (eV): 0.59
HOMO energy (eV): -8.884

=====

b | Here is one molecule with the formula C2H8NO2P from OMol25. Energies are from the ωB97M-V functional and the def2-TZVPD basis.

Each line ends with the Mulliken charge.
Element x y z (Å)
1 C 2.362 -0.026 0.145  -0.9185
2 N 0.997 0.427 0.082  -0.2069
3 P -0.286 -0.646 0.190  0.1606
4 O 0.084 -1.538 -1.124  -0.4423
5 O -1.472 0.338 -0.498  -0.2865
6 C -2.592 0.405 0.364  -0.6381
7 H 2.374 -1.020 -0.368  0.2896
8 H 2.993 0.512 -0.510  0.3444
9 H 2.952 -0.037 0.996  0.3546
10 H 0.842 1.342 0.586  0.2238
11 H 0.125 -0.948 -1.814  0.3031
12 H -3.384 0.919 -0.075  0.2344
13 H -2.183 0.901 1.319  0.2628
14 H -2.813 -0.627 0.706  0.3190

Calculated values
HOMO-LUMO gap (eV): 9.7
LUMO energy (eV): 1.04
SMILES: CNP(O)OC
HOMO energy (eV): -8.633

=====

Name the least stable of them. a.